# 1
Entry from OMol25: a structure of composition CH2NO3S (the ωB97M-V functional and the def2-TZVPD basis).

XYZ file:
```
8
Properties=species:S:1:pos:R:3:forces:R:3
C -0.37609 0.64215 0.07124 0.25 -1.59 -2.07
N 0.05310 -0.67229 0.22888 -2.35 1.54 -2.51
O -0.37523 1.44939 0.97938 0.11 0.55 0.32
O -0.69920 0.90899 -1.24982 -0.68 1.28 2.46
O 0.71590 -0.93530 1.38414 0.97 1.69 0.98
S 0.37926 -1.45325 -1.26639 1.08 -2.27 -0.21
H 0.90239 0.03272 1.56618 0.31 -1.20 1.05
H -0.60015 0.02759 -1.71362 0.29 0.01 -0.04
```
Positions in Å, forces in eV/Å.

Results
- LUMO: 3.961 eV
- Charge: -1
- ΔE to the lowest compared entry with this formula, charge and spin: 178.2 kJ/mol
- Energy: -717.9735 a.u.

Computed Mulliken charges, given in elementary charges: 0.55, 0.09, -0.68, -0.45, -0.41, -0.69, 0.32, 0.25

***

# 2
Entry from OMol25: the molecule C5H11N (the ωB97M-V functional and the def2-TZVPD basis).

XYZ file:
```
17
Properties=species:S:1:pos:R:3:forces:R:3
C -0.29970 -1.93037 1.88138 0.94 1.58 -0.47
C 0.15913 -1.38773 0.49447 -1.05 -1.26 -0.16
C -0.67752 -0.22414 -0.07996 0.84 -0.60 0.51
C 0.14173 0.85677 -0.72426 -0.77 1.01 0.08
C 1.33353 0.76865 -1.28667 0.65 -0.23 -0.26
N -0.47092 2.17070 -0.71263 0.36 -0.40 -0.77
H -1.17592 -2.56727 1.90120 -0.05 -0.09 -0.24
H -0.48778 -1.03244 2.47966 -0.11 -0.32 0.37
H 0.57886 -2.42409 2.29049 -0.28 -0.34 0.34
H 1.21150 -1.13120 0.54385 0.06 0.14 0.10
H 0.06388 -2.25027 -0.17620 0.37 0.21 -0.20
H -1.37871 -0.62642 -0.81024 -0.21 0.13 -0.07
H -1.25484 0.22197 0.72664 -0.15 0.11 0.06
H 1.98984 -0.08958 -1.23195 -0.31 -0.26 -0.03
H 1.72179 1.59314 -1.86977 -0.05 0.20 0.29
H -0.23868 2.65267 0.13520 0.02 0.24 0.28
H -1.46840 2.15908 -0.83919 -0.25 -0.12 0.17
```
Positions in Å, forces in eV/Å.

Results
- SMILES: C=C(N)CCC
- LUMO: 1.109 eV
- Charge: 0
- ΔE to the lowest compared entry with this formula, charge and spin: 91.7 kJ/mol
- Energy: -251.8276 a.u.

Computed Mulliken charges, given in elementary charges: -1.26, -0.41, -0.47, 0.38, -0.78, -0.66, 0.32, 0.35, 0.34, 0.33, 0.28, 0.28, 0.26, 0.25, 0.30, 0.23, 0.27

***

# 3
Entry from OMol25: a cluster of 10 separate species, C29H58Cl4FN7O7 in total (the ωB97M-V functional and the def2-TZVPD basis).

XYZ file:
```
106
Properties=species:S:1:pos:R:3:forces:R:3
C 0.23593 7.77266 -0.99272 0.51 0.03 -0.10
C 1.21187 6.61763 -0.82953 -0.05 0.15 0.47
O 2.30319 6.81103 -0.31157 -0.02 -0.07 -0.18
N 0.75606 5.39395 -1.16195 -0.19 -0.86 -0.40
C 1.56801 4.19042 -1.05855 0.17 0.13 0.15
H 0.82482 8.68733 -1.01260 0.01 -0.01 -0.04
H -0.37584 7.81199 -0.09181 -0.29 -0.05 -0.18
H -0.34791 7.71690 -1.91107 -0.24 -0.12 0.17
H -0.12212 5.21759 -1.64344 0.14 0.72 0.35
H 1.07749 3.39987 -0.48715 -0.25 0.14 0.01
H 2.48768 4.44028 -0.53488 0.11 -0.02 -0.26
H 1.75862 3.79705 -2.05875 0.28 -0.02 0.07
C -3.86230 3.57195 -1.18536 0.30 0.42 -0.53
C -3.01641 4.52097 -2.02937 -0.73 -0.70 0.16
O -1.79469 4.45626 -2.01367 0.03 0.01 -0.14
N -3.67899 5.35279 -2.84602 -0.05 0.31 -0.24
C -2.96557 6.22918 -3.74164 0.97 0.31 0.00
H -3.88486 2.61677 -1.71192 0.21 -0.12 0.16
H -4.89988 3.88497 -1.08119 0.07 0.18 0.20
H -3.34537 3.48079 -0.23475 -0.24 -0.22 0.12
H -4.68002 5.40087 -2.84097 -0.06 -0.17 0.17
H -3.64311 6.80536 -4.36300 -0.11 -0.09 0.04
H -2.25911 5.67658 -4.36461 -0.31 -0.18 -0.15
H -2.31484 6.91088 -3.18364 -0.30 0.11 0.07
C -0.55829 0.46907 -3.01683 -0.31 -0.88 -0.34
C -0.12859 1.28717 -4.20529 0.59 0.49 0.63
O 0.56772 0.82328 -5.09168 -0.24 0.03 -0.27
N -0.44575 2.61272 -4.13539 0.03 -0.23 -0.12
C -0.03133 3.59177 -5.11678 -0.66 0.17 0.05
H -1.27179 0.92711 -2.33879 0.14 0.25 0.04
H 0.30540 0.08992 -2.47276 0.16 0.48 0.11
H -1.00507 -0.46809 -3.34871 -0.18 0.18 -0.28
H -0.99600 2.95422 -3.36596 0.07 -0.08 0.16
H -0.72784 3.59997 -5.96201 0.27 -0.09 -0.18
H 0.98534 3.43873 -5.46689 0.00 -0.16 0.04
H -0.12192 4.57125 -4.64581 0.24 0.03 0.01
C 4.69420 -4.13859 3.58873 -0.10 -0.46 -0.79
C 4.64891 -2.62276 3.48254 0.19 -0.50 0.43
O 5.64389 -1.94556 3.68989 -0.03 0.14 -0.05
N 3.44299 -2.11044 3.18689 0.02 0.36 -0.13
C 3.27505 -0.66276 3.10147 -0.88 -0.79 0.13
H 5.70121 -4.49836 3.38716 0.10 0.19 0.24
H 4.06568 -4.59923 2.81815 -0.13 0.10 0.10
H 4.35358 -4.53178 4.54521 0.05 0.28 0.15
H 2.66226 -2.71746 2.97630 -0.07 0.07 0.09
H 3.25531 -0.23595 4.10500 0.62 0.25 -0.09
H 2.27102 -0.47198 2.71369 0.26 -0.05 -0.27
H 4.03990 -0.27357 2.43631 0.02 0.46 0.26
C -2.43062 -3.49598 -3.02560 -0.37 -0.36 0.79
C -1.52530 -3.07122 -1.88182 -0.54 1.07 -0.39
O -1.56811 -1.89371 -1.52908 0.10 -0.38 0.18
N -0.74933 -3.95951 -1.23776 0.33 -0.33 -0.24
C -0.62563 -5.36975 -1.58079 0.11 0.40 -0.30
H -3.43026 -3.25976 -2.65412 -0.04 -0.01 -0.09
H -2.42573 -4.56158 -3.24386 0.19 0.08 -0.27
H -2.29616 -2.87365 -3.90491 0.35 -0.08 -0.03
H -0.14629 -3.53525 -0.54664 -0.02 -0.14 0.07
H -0.43519 -5.51384 -2.64579 -0.18 0.12 -0.04
H -1.55095 -5.87779 -1.31167 0.22 -0.39 0.08
H 0.25545 -5.79317 -1.10495 -0.23 -0.04 0.39
C 0.47643 -5.59895 2.48412 -0.21 -0.26 -0.26
C 0.03338 -4.14928 2.45573 0.81 0.21 0.16
O 0.83677 -3.24387 2.68252 -0.14 -0.16 0.11
N -1.23725 -3.86093 2.13074 -0.22 0.28 -0.38
C -2.24022 -4.79988 1.67509 0.13 -0.45 0.42
H -0.29649 -6.25416 2.88780 -0.04 -0.05 -0.25
H 1.38727 -5.79306 3.04491 -0.01 0.60 0.20
H 0.72615 -5.88635 1.45796 -0.29 -0.18 -0.01
H -1.49681 -2.87980 2.25825 0.03 -0.39 0.04
H -2.75429 -5.24616 2.53392 -0.07 -0.15 -0.16
H -1.76426 -5.58889 1.09210 -0.10 -0.06 0.08
H -2.99296 -4.34500 1.03579 0.16 0.35 0.05
C -2.67109 0.56573 4.39117 0.33 -0.04 0.64
C -2.72825 -0.92798 4.15953 0.61 0.07 -0.42
O -2.20198 -1.43513 3.17120 -0.26 0.14 0.00
N -3.36270 -1.67141 5.07607 -0.12 0.26 0.79
C -3.46404 -3.11350 5.02256 -0.26 -0.05 -1.00
H -1.68451 0.98580 4.19187 0.02 -0.38 -0.56
H -2.78361 0.81092 5.45074 -0.68 0.03 -0.13
H -3.39930 1.04315 3.73928 -0.09 0.17 0.19
H -3.81833 -1.19269 5.83295 0.09 0.01 0.03
H -3.98334 -3.36757 4.09188 0.01 -0.23 0.12
H -4.04871 -3.48620 5.85665 0.05 0.10 0.11
H -2.49119 -3.60370 4.98589 0.08 0.16 0.15
C -4.53748 -0.86742 0.42013 0.92 0.16 -0.57
Cl -4.71088 -2.46914 -0.33071 -0.08 0.11 0.24
Cl -5.56711 -0.65341 1.81723 -0.23 0.11 0.08
H -3.50654 -0.71084 0.72788 -0.04 -0.41 0.17
H -4.70467 -0.13270 -0.36248 -0.55 0.01 0.18
C -0.63588 -0.17881 0.90383 0.07 0.31 0.19
Cl -1.31819 1.39648 0.40659 0.07 -0.05 -0.14
Cl 0.98497 -0.49226 0.23218 -0.59 0.10 0.16
H -0.60436 -0.11192 1.98168 0.35 -0.31 0.02
H -1.32472 -0.94991 0.58524 0.23 -0.09 -0.26
F 4.58293 2.35522 -1.32574 -0.35 0.15 0.09
C 5.31135 1.24447 -1.17333 0.67 -0.36 -0.30
C 6.60951 1.24322 -1.65255 0.57 0.06 0.04
C 7.40850 0.11541 -1.50395 -0.64 -0.25 0.60
C 6.90047 -1.02407 -0.86030 0.19 0.89 -1.08
C 5.56492 -1.01736 -0.46514 1.12 -0.60 0.43
C 4.78403 0.11302 -0.58940 -0.68 -0.16 -0.04
H 7.05474 2.11919 -2.10605 -0.32 0.14 -0.03
H 8.43041 0.14771 -1.85415 0.03 -0.07 -0.03
H 7.56600 -1.87389 -0.81249 -0.30 -0.25 0.37
H 5.19060 -1.90860 0.02306 -0.29 0.09 -0.05
H 3.75030 0.04693 -0.27761 -0.02 0.37 0.05
```
Positions in Å, forces in eV/Å.

Results
- SMILES: Fc1ccccc1.CNC(C)=O.CNC(C)=O.CNC(C)=O.CNC(C)=O.CNC(C)=O.CNC(C)=O.CNC(C)=O.ClCCl.ClCCl
- LUMO: 0.148 eV
- Charge: 0
- Energy: -3990.5297 a.u.

Mulliken population analysis, charges in e, atoms 1 to 99: -1.02, 0.82, -0.69, 0.15, -1.00, 0.37, 0.23, 0.22, 0.23, 0.20, 0.41, 0.24, -0.85, 0.50, -0.68, -0.16, -0.63, 0.22, 0.44, 0.15, 0.22, 0.37, 0.12, 0.16, 0.12, 0.50, -0.71, 0.08, -1.13, -0.10, 0.04, -0.02, 0.17, 0.32, 0.35, 0.32, -1.11, 0.80, -0.68, 0.16, -0.70, 0.33, 0.25, 0.28, 0.33, 0.32, -0.02, 0.26, -1.01, 0.48, -0.38, 0.17, -1.27, 0.16, 0.41, 0.29, 0.13, 0.42, 0.40, 0.30, -1.21, 0.79, -0.75, 0.80, -1.02, 0.38, 0.33, 0.17, -0.20, 0.35, 0.38, 0.10, -1.11, 0.43, -0.59, -0.18, -0.76, 0.26, 0.42, 0.22, 0.23, 0.23, 0.38, 0.19, 0.93, -0.18, -0.18, -0.87, 0.25, 0.34, -0.07, -0.10, 0.34, -0.63, -0.21, 0.08, -0.43, -0.41, -0.68

***

# 4
Entry from OMol25: the molecule C10H18N2O3S (the ωB97M-V functional and the def2-TZVPD basis).

XYZ file:
```
34
Properties=species:S:1:pos:R:3:forces:R:3
C 1.15294 2.83892 2.39757 -0.05 0.00 0.17
C 1.98852 3.24610 1.46085 0.08 0.00 -0.25
C 1.93242 2.87657 0.00803 0.09 -0.05 -0.11
N 0.79871 2.06686 -0.35521 -0.02 0.39 0.25
C 0.94229 0.80499 -0.84225 -0.64 0.03 -0.14
O 2.02203 0.30817 -1.10284 0.44 -0.29 -0.09
N -0.24775 0.16240 -1.06988 -0.13 0.15 -0.31
H -1.07930 0.49706 -0.61081 0.17 0.02 -0.02
C -0.25247 -1.21978 -1.47575 0.46 -0.25 0.08
C -1.63007 -1.66752 -1.93378 0.20 -0.06 -0.10
O -1.87607 -2.78235 -2.31215 0.01 0.02 0.03
O -2.54400 -0.69630 -1.85585 0.09 0.30 0.14
C -3.85837 -1.04159 -2.27582 -0.31 -0.26 -0.13
H -4.45426 -0.13776 -2.18112 0.04 -0.04 0.00
H -3.84521 -1.38859 -3.31039 -0.02 0.04 0.09
H -4.26123 -1.83606 -1.64457 0.01 0.07 -0.06
C 0.26745 -2.19736 -0.39984 -0.14 0.04 -0.12
C -0.52806 -2.18011 0.89623 0.27 0.35 0.17
H -1.59710 -2.27261 0.70378 -0.08 -0.11 0.05
H -0.21615 -3.00636 1.53733 -0.12 -0.06 -0.07
S -0.35627 -0.65952 1.89259 -0.09 -0.20 0.38
C 1.40863 -0.74023 2.30222 -0.40 -0.02 -0.28
H 1.63851 -1.73134 2.68330 0.12 -0.05 0.08
H 2.00481 -0.51015 1.42393 0.17 0.00 0.02
H 1.58621 0.00604 3.06935 0.06 0.03 0.06
H 1.31417 -1.95811 -0.20988 -0.04 -0.05 -0.06
H 0.21438 -3.20374 -0.82063 0.07 0.02 -0.02
H 0.42617 -1.31140 -2.33551 -0.24 -0.05 0.09
H -0.11490 2.40693 -0.10645 0.00 -0.09 -0.06
H 2.82240 2.29618 -0.26043 -0.10 0.17 -0.02
H 1.94186 3.79747 -0.59226 0.09 -0.13 0.06
H 2.80425 3.91371 1.70565 0.07 0.10 0.13
H 1.25930 3.15323 3.42170 0.08 0.11 0.18
H 0.33615 2.16629 2.19291 -0.15 -0.13 -0.14
```
Positions in Å, forces in eV/Å.

Results
- SMILES: C=CCNC(=O)N[C@@H](CCSC)C(=O)OC
- LUMO: 0.574 eV
- Charge: 0
- ΔE to the lowest compared entry with this formula, charge and spin: 67.5 kJ/mol
- Energy: -1125.2808 a.u.

Computed Mulliken charges, given in elementary charges: -0.80, 0.00, -0.66, -0.25, 0.51, -0.68, -0.19, 0.35, 0.31, 0.06, -0.60, -0.31, -0.68, 0.24, 0.29, 0.31, -1.01, -0.72, 0.38, 0.43, -0.16, -0.86, 0.37, 0.20, 0.35, 0.43, 0.53, 0.38, 0.28, 0.35, 0.36, 0.36, 0.27, 0.14